[1]
Here is a structure of composition C2H4N2 in a non-equilibrium geometry from the Open Molecules 2025 dataset. Energies are from ωB97M-V/def2-TZVPD.

```
8
C2H4N2 | the Open Molecules 2025 dataset | ωB97M-V/def2-TZVPD
C 1.37 0.41 0.32
C -0.33 -0.29 -0.25
N 2.35 -0.64 0.23
N 2.51 0.29 -0.54
H 1.34 1.21 1.05
H 0.16 -1.02 -0.83
H -0.88 0.29 -0.86
H -0.90 -0.38 0.65
```

Output
- Orbital gap: 10.890 eV
- E_HOMO: -10.16 eV



[2]
Here is a structure of composition C23H19FN3O3Pt in a non-equilibrium geometry from the Open Molecules 2025 dataset. Energies are from ωB97M-V/def2-TZVPD.

```
50
C23H19FN3O3Pt | the Open Molecules 2025 dataset | ωB97M-V/def2-TZVPD
Pt 3.56 0.96 1.29
N 2.91 2.06 -2.09
C 2.68 0.71 -2.02
C 2.05 -0.20 -3.23
C 2.79 -1.41 -3.60
C 3.02 -2.42 -2.70
C 2.96 -2.27 -1.30
C 2.93 -3.39 -0.41
C 2.97 -3.19 0.93
C 3.12 -1.87 1.44
N 3.21 -0.83 0.65
C 3.01 -0.95 -0.74
H 3.86 2.32 -2.32
H 2.24 2.59 -2.62
H 1.66 0.36 -4.07
H 3.07 -1.55 -4.63
H 3.29 -3.40 -3.09
H 2.89 -4.38 -0.83
H 2.94 -4.00 1.64
H 3.19 -1.71 2.51
C -3.53 -1.45 0.30
C -3.28 -0.11 -0.36
C -4.33 0.95 -0.06
C -4.37 1.28 1.43
C -2.99 1.58 1.94
C -2.82 2.31 3.10
C -1.54 2.62 3.57
F -1.44 3.31 4.69
C -0.40 2.26 2.90
C -0.54 1.52 1.72
C 0.61 1.13 0.96
O 1.74 1.57 1.49
C 0.45 0.41 -0.24
C -0.87 0.06 -0.59
N -1.93 0.41 0.10
C -1.83 1.17 1.25
C 1.47 0.03 -1.24
O 0.96 -0.56 -2.33
O 3.74 0.00 -1.44
H -4.49 -1.84 -0.05
H -3.57 -1.38 1.38
H -2.76 -2.18 0.03
H -3.18 -0.22 -1.44
H -5.29 0.57 -0.40
H -4.12 1.85 -0.64
H -4.80 0.45 2.00
H -5.01 2.14 1.60
H -3.68 2.66 3.67
H 0.56 2.55 3.29
H -1.07 -0.51 -1.48
```

Output
- Orbital gap: 5.171 eV
- Total charge: +3
- E_HOMO: -17.49 eV